# C3H2N2O3S2

C3H2N2O3S2 in the gas phase (ωB97M-V with the def2-TZVPD basis set, the OMol25 dataset).

## Properties
Net charge: 0
LUMO (spin up / spin down) (eV): -1.07 / -2.85
Orbital gap (spin up / spin down) (eV): 9.16 / 5.85
Relative energy (zero: lowest compared OMol25 entry of this formula, charge and spin) (eV): 1.811
HOMO energy (spin up / spin down) (hartree): -0.376 / -0.320
DFT total energy (eV): -33930.4542

Element x y z (Å)
S: 2.03 -1.23 -0.27
S: 1.22 1.57 0.25
O: 2.08 0.14 0.67
O: 1.58 1.83 -1.10
O: 2.76 -1.20 -1.50
N: -2.00 -0.77 -0.13
N: -2.03 -0.25 1.07
C: -0.30 0.72 0.19
C: -1.03 0.63 1.36
C: -0.90 -0.26 -0.67
H: -2.63 -0.61 1.84
H: -0.80 -0.56 -1.71

Atomic partial charges in e from the Mulliken method, atoms 1 to 8: 0.459, 0.495, -0.313, -0.490, -0.348, -0.666, 0.207, 0.347

---

# C4H6Br2O2P

A gas-phase ion, C4H6Br2O2P (charge -1) (ωB97M-V with the def2-TZVPD basis set, the OMol25 dataset).

## Properties
Net charge: -1
LUMO (eV): 2.95
Orbital gap (eV): 7.90
Relative energy (zero: lowest compared OMol25 entry of this formula, charge and spin) (eV): 0.101
HOMO energy (hartree): -0.182
DFT total energy (eV): -157717.2023
SMILES: O=P1([O-])C[C@H](Br)[C@@H](Br)C1

Element x y z (Å)
Br: -2.49 -0.98 0.12
Br: 1.89 -1.07 1.04
P: -0.16 1.76 -0.96
O: 1.19 2.27 -1.35
O: -1.43 2.46 -1.27
C: 0.15 -0.44 0.85
C: -0.37 -0.08 -1.54
C: -0.06 1.27 0.85
C: -0.57 -0.95 -0.36
H: -0.34 -0.88 1.66
H: -0.29 -2.00 -0.61
H: 0.62 -0.34 -1.81
H: -0.95 -0.21 -2.48
H: -0.78 1.65 1.59
H: 0.96 1.51 1.17

Atomic partial charges in e from the Mulliken method, atoms 1 to 8: -0.201, -0.124, 0.969, -0.777, -0.769, -0.450, -1.075, -0.799

---

# C39H30BrCsF6N6O8S2

A molecular structure, C39H30BrCsF6N6O8S2 (ωB97M-V with the def2-TZVPD basis set, the OMol25 dataset).

## Properties
Net charge: 0
LUMO (eV): -0.31
Orbital gap (eV): 7.71
Relative energy (zero: lowest compared OMol25 entry of this formula, charge and spin) (eV): 1.648
HOMO energy (hartree): -0.295
DFT total energy (eV): -174817.2350

Element x y z (Å)
Cs: -0.07 0.34 -0.79
Br: -1.69 -4.45 5.77
S: 0.67 -1.58 -3.97
S: 2.24 -1.70 -1.78
F: -0.22 -3.84 -2.79
F: -1.14 -3.36 -4.67
F: 3.74 -0.99 -3.90
F: 4.08 -3.00 -3.19
F: -1.71 -2.31 -2.88
F: 4.82 -1.31 -2.09
O: 1.91 -3.05 -1.47
O: -0.54 4.51 -3.90
O: -1.91 -1.01 1.80
O: 0.13 -2.10 0.54
O: -0.03 -0.59 -4.73
O: -4.67 4.48 1.80
O: 2.57 -0.88 -0.64
O: 1.68 -2.37 -4.59
N: 2.72 -3.33 1.21
N: 1.13 -0.95 -2.60
N: -3.78 2.49 1.26
N: -2.44 3.81 -0.94
N: -0.33 2.74 -2.55
N: 2.03 -5.42 1.62
C: -4.29 1.08 4.68
C: 4.65 2.28 -2.05
C: -2.00 4.44 -2.02
C: -0.67 -2.84 -3.54
C: 5.56 -4.99 -0.45
C: -5.08 3.64 2.87
C: -3.54 0.57 5.72
C: 5.10 -6.29 -0.25
C: -0.17 -2.60 1.77
C: -1.73 -2.61 3.62
C: 3.67 2.91 -1.30
C: 2.38 2.99 -1.79
C: 0.66 2.51 -3.58
C: -3.92 3.71 0.96
C: 3.05 1.79 -3.76
C: 3.95 -6.56 0.46
C: -3.33 -1.02 1.77
C: 0.09 -4.20 3.57
C: 4.34 1.74 -3.28
C: 1.75 -4.15 1.74
C: -2.51 5.67 -2.45
C: 3.22 -5.47 0.93
C: -1.04 -3.69 4.16
C: -3.41 4.39 -0.23
C: -1.52 1.17 4.56
C: -3.66 1.65 3.58
C: -4.51 2.23 2.48
C: -3.96 5.63 -0.57
C: -2.28 1.69 3.52
C: 2.06 2.42 -3.01
C: -0.93 3.83 -2.80
C: 0.55 -3.63 2.38
C: 4.86 -3.90 0.01
C: 0.51 3.75 -4.51
C: -3.50 6.28 -1.70
C: -2.15 0.60 5.66
C: -1.30 -2.07 2.42
C: 3.67 -4.16 0.67
C: 3.80 -1.76 -2.83
H: -6.17 3.67 2.94
H: -3.70 -1.88 1.20
H: 1.63 3.54 -1.23
H: 3.60 -7.56 0.64
H: -2.10 6.13 -3.33
H: -2.59 -2.21 4.13
H: 1.42 4.37 -4.54
H: 0.64 -5.04 3.98
H: 0.75 -2.70 0.10
H: 2.79 1.35 -4.71
H: 0.42 1.59 -4.11
H: -5.32 1.54 2.24
H: -0.44 1.21 4.51
H: -3.61 -0.09 1.27
H: 5.20 -2.89 -0.14
H: 0.21 3.49 -5.52
H: -3.77 -1.04 2.77
H: 3.92 3.36 -0.35
H: 5.66 2.21 -1.67
H: -1.56 0.20 6.47
H: -4.64 4.00 3.80
H: 5.67 -7.11 -0.66
H: 5.11 1.27 -3.88
H: -4.74 6.05 0.04
H: 2.71 -2.33 1.12
H: -3.90 7.24 -1.99
H: -1.79 2.13 2.66
H: 6.48 -4.84 -0.99
H: -5.37 1.05 4.73
H: -4.03 0.13 6.58

Atomic partial charges in e from the Mulliken method, atoms 1 to 8: 1.521, -0.233, 0.914, 1.301, -0.177, -0.224, -0.170, -0.200

---

Copy entry 3 word for word.
# C39H30BrCsF6N6O8S2

A molecular structure, C39H30BrCsF6N6O8S2 (ωB97M-V with the def2-TZVPD basis set, the OMol25 dataset).

## Properties
Net charge: 0
LUMO (eV): -0.31
Orbital gap (eV): 7.71
Relative energy (zero: lowest compared OMol25 entry of this formula, charge and spin) (eV): 1.648
HOMO energy (hartree): -0.295
DFT total energy (eV): -174817.2350

Element x y z (Å)
Cs: -0.07 0.34 -0.79
Br: -1.69 -4.45 5.77
S: 0.67 -1.58 -3.97
S: 2.24 -1.70 -1.78
F: -0.22 -3.84 -2.79
F: -1.14 -3.36 -4.67
F: 3.74 -0.99 -3.90
F: 4.08 -3.00 -3.19
F: -1.71 -2.31 -2.88
F: 4.82 -1.31 -2.09
O: 1.91 -3.05 -1.47
O: -0.54 4.51 -3.90
O: -1.91 -1.01 1.80
O: 0.13 -2.10 0.54
O: -0.03 -0.59 -4.73
O: -4.67 4.48 1.80
O: 2.57 -0.88 -0.64
O: 1.68 -2.37 -4.59
N: 2.72 -3.33 1.21
N: 1.13 -0.95 -2.60
N: -3.78 2.49 1.26
N: -2.44 3.81 -0.94
N: -0.33 2.74 -2.55
N: 2.03 -5.42 1.62
C: -4.29 1.08 4.68
C: 4.65 2.28 -2.05
C: -2.00 4.44 -2.02
C: -0.67 -2.84 -3.54
C: 5.56 -4.99 -0.45
C: -5.08 3.64 2.87
C: -3.54 0.57 5.72
C: 5.10 -6.29 -0.25
C: -0.17 -2.60 1.77
C: -1.73 -2.61 3.62
C: 3.67 2.91 -1.30
C: 2.38 2.99 -1.79
C: 0.66 2.51 -3.58
C: -3.92 3.71 0.96
C: 3.05 1.79 -3.76
C: 3.95 -6.56 0.46
C: -3.33 -1.02 1.77
C: 0.09 -4.20 3.57
C: 4.34 1.74 -3.28
C: 1.75 -4.15 1.74
C: -2.51 5.67 -2.45
C: 3.22 -5.47 0.93
C: -1.04 -3.69 4.16
C: -3.41 4.39 -0.23
C: -1.52 1.17 4.56
C: -3.66 1.65 3.58
C: -4.51 2.23 2.48
C: -3.96 5.63 -0.57
C: -2.28 1.69 3.52
C: 2.06 2.42 -3.01
C: -0.93 3.83 -2.80
C: 0.55 -3.63 2.38
C: 4.86 -3.90 0.01
C: 0.51 3.75 -4.51
C: -3.50 6.28 -1.70
C: -2.15 0.60 5.66
C: -1.30 -2.07 2.42
C: 3.67 -4.16 0.67
C: 3.80 -1.76 -2.83
H: -6.17 3.67 2.94
H: -3.70 -1.88 1.20
H: 1.63 3.54 -1.23
H: 3.60 -7.56 0.64
H: -2.10 6.13 -3.33
H: -2.59 -2.21 4.13
H: 1.42 4.37 -4.54
H: 0.64 -5.04 3.98
H: 0.75 -2.70 0.10
H: 2.79 1.35 -4.71
H: 0.42 1.59 -4.11
H: -5.32 1.54 2.24
H: -0.44 1.21 4.51
H: -3.61 -0.09 1.27
H: 5.20 -2.89 -0.14
H: 0.21 3.49 -5.52
H: -3.77 -1.04 2.77
H: 3.92 3.36 -0.35
H: 5.66 2.21 -1.67
H: -1.56 0.20 6.47
H: -4.64 4.00 3.80
H: 5.67 -7.11 -0.66
H: 5.11 1.27 -3.88
H: -4.74 6.05 0.04
H: 2.71 -2.33 1.12
H: -3.90 7.24 -1.99
H: -1.79 2.13 2.66
H: 6.48 -4.84 -0.99
H: -5.37 1.05 4.73
H: -4.03 0.13 6.58

Atomic partial charges in e from the Mulliken method, atoms 1 to 8: 1.521, -0.233, 0.914, 1.301, -0.177, -0.224, -0.170, -0.200

---

Q: Which of these has the highest DFT total energy?
A: C3H2N2O3S2